# 1
A molecular structure, C27H36N5PPd, computed with ωB97M-V with the def2-TZVPD basis set.

Structure (XYZ):
```
70
Properties=species:S:1:pos:R:3:forces:R:3:nbo_charge:R:1
Pd 1.5520 0.4314 0.7540 -0.1 0.0 0.0 0.80
C 3.6402 -0.7160 3.9110 0.0 0.0 0.0 -0.10
C 2.4710 -1.4727 4.0606 0.0 0.0 0.0 -0.18
C 1.2510 -0.9518 3.6941 0.1 0.0 0.1 -0.11
C 1.1930 0.3564 3.1566 0.0 0.0 0.0 -0.54
C 2.3876 1.1246 2.9943 -0.1 0.0 -0.1 -0.20
C 3.6018 0.5626 3.3813 0.0 0.0 -0.1 -0.16
P -0.3525 1.2004 3.1093 0.0 0.0 0.2 1.73
C -1.5082 0.9414 4.3192 -0.1 -0.1 0.0 -0.45
C -2.8562 1.3442 4.0753 0.0 0.0 0.0 -0.13
C -3.7852 1.2130 5.0743 0.0 0.0 0.0 -0.20
C -3.4001 0.6862 6.3136 0.0 0.0 0.0 0.00
C -2.0849 0.2761 6.5642 0.0 0.0 0.0 -0.19
C -1.1378 0.3807 5.5787 0.0 0.1 0.0 -0.13
C -0.4484 2.3848 1.9031 0.0 -0.1 -0.2 -0.58
C -1.2161 3.5751 2.0041 0.0 0.0 0.0 -0.10
C -1.0716 4.5258 1.0286 0.0 0.0 0.0 -0.19
C -0.1829 4.2909 -0.0282 0.0 0.0 0.0 -0.05
C 0.5475 3.1078 -0.1342 0.0 -0.1 0.0 -0.24
C 0.4485 2.1052 0.8218 -0.1 0.3 0.0 -0.14
H 4.5839 -1.1263 4.2493 0.0 0.0 0.0 0.27
H 2.5240 -2.4664 4.4875 0.0 0.0 0.0 0.27
H 0.3454 -1.5318 3.8253 0.0 0.0 0.0 0.25
H 2.3398 2.1761 2.7369 0.0 0.0 0.0 0.27
H 4.5034 1.1572 3.3175 0.0 0.0 0.0 0.27
H -3.1495 1.7213 3.1035 0.0 0.0 0.0 0.24
H -4.8135 1.5037 4.9075 0.0 0.0 0.0 0.28
H -4.1405 0.5899 7.0990 0.0 0.0 0.0 0.27
H -1.8193 -0.1150 7.5370 0.0 0.0 0.0 0.28
H -0.1137 0.0920 5.7745 0.0 0.0 0.0 0.24
H -1.8625 3.7525 2.8540 0.0 0.0 0.0 0.25
H -1.6140 5.4600 1.0839 0.0 0.0 0.0 0.28
H -0.0484 5.0632 -0.7766 0.0 0.0 0.0 0.26
H 1.2320 3.0210 -0.9706 0.0 0.0 0.0 0.21
N 0.8774 -1.9191 -4.4490 0.0 0.0 0.0 -0.67
C 0.8506 -0.6636 -3.6106 0.0 0.0 0.0 -0.24
C 1.1648 -0.9387 -2.1324 0.0 0.0 0.0 -0.25
N 0.9965 0.2994 -1.3286 0.1 0.0 -0.1 -0.76
H 0.6042 -1.7086 -5.4167 0.0 0.0 0.0 0.47
H 0.2276 -2.6357 -4.1100 0.0 0.0 0.0 0.46
H 1.8103 -2.3412 -4.4947 0.0 0.0 0.0 0.46
H -0.1418 -0.2316 -3.7368 0.0 0.0 0.0 0.24
H 1.5797 0.0134 -4.0554 0.0 0.0 0.0 0.24
H 2.1895 -1.2852 -1.9985 0.0 0.0 0.0 0.24
H 0.4951 -1.6993 -1.7327 0.0 0.0 0.0 0.23
H 0.0268 0.6077 -1.3685 0.0 0.0 0.0 0.41
H 1.5360 1.0449 -1.7662 0.0 0.0 0.0 0.41
C 6.8080 -1.0046 -0.2580 0.0 0.0 0.0 -0.43
C 6.1124 0.2769 0.1480 0.1 0.0 0.0 -0.21
N 4.6737 0.0192 0.3045 -0.1 0.0 0.0 -0.60
C 4.1058 -1.1853 0.5537 0.0 0.0 0.0 0.66
N 2.7670 -1.2520 0.6269 0.3 -0.1 0.0 -0.72
C 2.1319 -2.5571 0.8224 0.0 -0.1 0.0 -0.22
C 3.0066 -3.7023 0.3486 0.0 0.0 0.0 -0.43
C 4.3636 -3.5648 1.0033 0.0 0.0 0.0 -0.21
N 4.9158 -2.2400 0.7135 -0.1 0.0 0.0 -0.41
C 6.3830 -2.1110 0.6839 0.1 0.0 0.0 -0.21
H 7.8877 -0.8739 -0.2104 0.0 0.0 0.0 0.27
H 6.5512 -1.2679 -1.2858 0.0 0.0 0.0 0.22
H 6.2352 1.0477 -0.6105 0.0 0.0 0.0 0.23
H 6.5281 0.6595 1.0831 0.0 0.0 0.0 0.21
H 4.0422 0.7730 0.0991 0.0 0.0 0.0 0.39
H 1.1764 -2.5663 0.2917 0.0 0.0 0.0 0.19
H 1.8845 -2.7136 1.8771 0.0 0.0 0.0 0.19
H 3.1275 -3.6754 -0.7383 0.0 0.0 0.0 0.20
H 2.5553 -4.6583 0.6107 0.0 0.0 0.0 0.26
H 5.0594 -4.3071 0.6172 0.0 0.0 0.0 0.24
H 4.2910 -3.7233 2.0840 0.0 0.0 0.0 0.20
H 6.7854 -3.0688 0.3606 0.0 0.0 0.0 0.24
H 6.7565 -1.9250 1.6951 0.0 0.0 0.0 0.21
```
Positions in Å, forces in eV/Å.

Properties
Total charge: +4

# 2
C27H37N3O4S in the gas phase, computed with ωB97M-V with the def2-TZVPD basis set.

Structure (XYZ):
```
72
Properties=species:S:1:pos:R:3:forces:R:3:nbo_charge:R:1
C -0.6349 -5.2193 2.1047 0.1 0.3 -0.3 -0.64
C 0.1335 -4.0921 1.4220 0.1 -0.3 0.3 -0.06
O -0.5590 -3.5515 0.3150 -0.2 0.1 -0.2 -0.50
C -1.6151 -2.7114 0.5139 -0.1 0.1 -0.1 0.29
C -2.0355 -2.2096 1.7393 0.2 -0.2 0.0 -0.28
C -3.1008 -1.3262 1.8001 -0.3 0.2 -0.2 -0.23
C -3.7742 -0.9410 0.6496 0.6 -0.6 -0.1 0.09
N -4.8412 -0.0389 0.6947 -0.5 0.8 -0.4 -0.84
S -4.8536 1.2471 -0.3943 0.0 0.0 0.5 2.31
O -5.2122 0.7725 -1.6939 0.3 -0.1 0.0 -0.93
O -5.6632 2.2507 0.2267 0.2 0.0 0.2 -0.93
C -3.1279 1.7280 -0.3955 -0.5 -0.1 -0.2 -0.32
C -2.5952 2.2790 0.7538 0.1 0.1 0.1 -0.19
C -1.2396 2.5428 0.8047 0.0 0.0 0.0 -0.16
C -0.4209 2.2432 -0.2827 -0.3 0.1 0.0 -0.13
C 1.0425 2.5347 -0.1289 -0.1 0.0 -0.2 0.66
O 1.4448 3.3757 0.6547 0.0 0.1 0.2 -0.63
N 1.8611 1.8004 -0.9087 0.1 -0.2 -0.2 -0.61
C 3.2943 1.8634 -0.7935 0.4 0.1 0.3 -0.24
C 3.9156 0.6337 -0.0747 0.0 0.4 0.0 0.16
N 3.5118 -0.5401 -0.8832 0.0 -0.1 0.0 -0.49
C 2.3237 -1.2658 -0.4645 -0.4 0.0 -0.2 -0.22
C 1.7093 -2.0038 -1.6543 0.0 -0.3 0.3 -0.40
C 2.7106 -3.0055 -2.2121 0.0 0.3 -0.2 -0.40
C 3.9976 -2.2636 -2.5436 0.1 -0.2 0.3 -0.40
C 4.5104 -1.4961 -1.3228 0.1 0.0 -0.4 -0.21
C 3.4461 0.5370 1.3915 -0.1 0.2 -0.1 -0.42
C 3.9216 1.6903 2.2726 0.1 -0.2 0.1 -0.41
C 5.4374 1.8207 2.2448 -0.1 0.2 -0.1 -0.40
C 5.9094 1.9978 0.8088 0.1 -0.2 0.1 -0.40
C 5.4433 0.8310 -0.0615 -0.2 0.1 -0.1 -0.41
C -0.9826 1.7184 -1.4434 0.1 0.1 0.2 -0.14
C -2.3413 1.4581 -1.4969 -0.1 0.0 -0.1 -0.20
C -3.3639 -1.4557 -0.5784 0.0 -0.2 0.2 -0.18
C -2.2969 -2.3231 -0.6421 0.2 -0.1 0.2 -0.25
H -0.8478 -6.0061 1.3856 0.0 -0.1 0.0 0.22
H -1.5784 -4.8589 2.5066 -0.1 0.0 0.1 0.21
H -0.0394 -5.6318 2.9145 0.0 -0.1 0.1 0.22
H 1.0599 -4.4839 0.9922 -0.1 0.1 0.1 0.19
H 0.3934 -3.3031 2.1387 0.0 0.0 -0.1 0.17
H -1.5429 -2.4839 2.6584 0.1 -0.1 0.1 0.22
H -3.4150 -0.9406 2.7594 0.0 0.1 0.1 0.21
H -5.1007 0.2682 1.6198 -0.1 0.2 0.0 0.41
H -3.2467 2.5057 1.5832 0.0 0.0 0.2 0.23
H -0.7859 2.9825 1.6801 0.0 0.0 0.1 0.24
H 1.4942 1.0550 -1.4762 -0.1 0.0 0.1 0.40
H 3.5190 2.7822 -0.2542 0.0 0.0 -0.1 0.23
H 3.7207 1.9157 -1.7991 0.1 0.0 0.1 0.20
H 1.5778 -0.5837 -0.0584 0.1 -0.1 0.1 0.21
H 2.5596 -2.0087 0.3195 0.0 0.1 0.0 0.16
H 0.7989 -2.5081 -1.3306 0.0 0.0 0.0 0.23
H 1.4498 -1.2826 -2.4324 -0.1 0.1 0.0 0.19
H 2.3103 -3.4971 -3.1003 0.0 -0.1 0.0 0.21
H 2.9123 -3.7750 -1.4632 0.0 -0.1 0.0 0.19
H 4.7695 -2.9594 -2.8773 0.0 0.0 -0.1 0.21
H 3.8077 -1.5509 -3.3480 0.0 0.0 -0.1 0.20
H 5.4206 -0.9814 -1.6201 0.0 0.0 0.1 0.21
H 4.7633 -2.2203 -0.5256 0.1 0.0 0.0 0.16
H 3.8229 -0.4044 1.8008 0.0 -0.1 0.0 0.20
H 2.3573 0.5134 1.4427 0.0 -0.1 0.0 0.21
H 3.4570 2.6194 1.9410 0.0 0.1 0.0 0.22
H 3.5842 1.5060 3.2953 -0.1 0.1 0.0 0.21
H 5.7527 2.6707 2.8522 0.1 0.0 0.1 0.21
H 5.8900 0.9197 2.6673 0.1 0.0 0.1 0.19
H 5.5387 2.9440 0.4144 0.0 0.1 0.0 0.20
H 7.0008 2.0359 0.7768 0.0 0.1 -0.1 0.21
H 5.8004 0.9945 -1.0800 0.0 -0.1 -0.1 0.21
H 5.9084 -0.0761 0.3291 0.0 -0.1 -0.1 0.21
H -0.3763 1.5304 -2.3167 0.1 0.0 -0.1 0.21
H -2.8068 1.0543 -2.3814 0.0 -0.1 -0.1 0.25
H -3.9002 -1.1689 -1.4676 0.0 -0.1 -0.2 0.24
H -1.9703 -2.7264 -1.5875 0.0 -0.1 -0.1 0.23
```
Positions in Å, forces in eV/Å.

Properties
Relative energy (zero: lowest compared OMol25 entry of this formula, charge and spin) (kcal/mol): 13.6
SMILES string: CCOc1ccc(NS(=O)(=O)c2ccc(C(=O)NCC3(N4CCCCC4)CCCCC3)cc2)cc1

# 3
A molecular structure, C27H37O2Sc, computed with ωB97M-V with the def2-TZVPD basis set.

Structure (XYZ):
```
67
Properties=species:S:1:pos:R:3:forces:R:3:nbo_charge:R:1
Sc 0.1325 0.8745 -0.7153 0.1 1.6 0.2 0.91
C 2.3341 1.2759 0.3586 0.4 0.4 -0.5 -0.26
C 2.5535 0.2500 -0.6016 0.3 0.7 -0.1 -0.41
C 2.4147 0.8376 -1.8919 0.1 0.5 0.5 -0.31
H 2.8637 -0.7716 -0.3825 -0.1 0.3 -0.1 0.22
C 2.0060 2.1935 -1.7328 0.6 -0.6 0.1 -0.38
C 1.9695 2.4737 -0.3320 0.6 -0.7 0.2 -0.37
H 1.7997 3.4490 0.1267 -0.1 -0.4 -0.2 0.24
H 2.5234 1.1758 1.4245 -0.4 -0.1 -0.4 0.21
H 2.7152 0.3656 -2.8246 -0.5 0.0 0.3 0.22
H 1.8355 2.9099 -2.5367 -0.1 -0.3 0.3 0.25
C -2.2821 1.4404 -0.1183 -0.2 0.6 -0.6 -0.32
C -1.5314 2.6135 0.1827 -0.3 -0.1 -0.5 -0.32
C -0.9424 3.0992 -1.0193 -0.9 -0.3 -0.1 -0.33
H -1.5463 3.1387 1.1338 0.3 -0.3 -0.3 0.22
C -1.3627 2.2458 -2.0839 -0.3 0.0 0.6 -0.50
C -2.1839 1.2099 -1.5168 -0.2 0.8 0.3 -0.31
H -2.7483 0.4579 -2.0628 0.4 0.1 0.2 0.22
H -2.8967 0.8746 0.5877 0.5 0.1 -0.3 0.22
H -0.3732 4.0254 -1.1161 -0.1 -0.5 -0.1 0.24
H -1.2051 2.4409 -3.1436 0.1 -0.2 0.4 0.24
O -0.0451 -0.4693 -2.3173 0.3 -2.1 -1.6 -0.65
C -0.1612 -0.5427 -3.8479 -0.4 0.5 -0.4 0.30
C 0.5275 -1.9150 -3.8814 0.0 0.2 0.4 -0.57
C 0.5558 0.5984 -4.5281 0.1 0.0 -0.1 -1.08
C -1.6215 -0.6079 -4.2425 -0.1 0.0 0.1 -0.84
C 0.4872 -1.8587 -2.3621 0.0 0.1 0.5 -0.14
H 1.5449 -1.8979 -4.2849 -0.3 0.0 0.0 0.21
H -0.0706 -2.7166 -4.3213 0.2 0.2 0.0 0.21
H -0.2547 -2.5285 -1.9008 0.4 0.2 -0.1 0.19
H 1.4657 -1.9201 -1.8648 -0.4 0.0 0.0 0.20
H 0.2773 0.6253 -5.5898 0.0 -0.1 0.3 0.24
H 1.6383 0.4752 -4.4626 -0.1 0.1 -0.1 0.21
H 0.2791 1.5610 -4.0836 0.1 -0.2 -0.2 0.24
H -1.7118 -0.7776 -5.3256 0.2 0.0 0.3 0.23
H -2.1287 0.3329 -4.0096 0.1 -0.1 -0.2 0.22
H -2.1212 -1.4288 -3.7150 0.0 0.1 -0.1 0.20
C 0.7208 2.6649 2.7476 -0.1 0.2 -0.5 -0.60
C -0.1218 1.7930 3.6498 0.2 -0.4 0.5 -0.23
C -1.5840 2.2548 3.7036 -0.3 -0.2 0.0 -0.60
C -0.0426 0.2640 3.4714 -0.1 0.0 0.0 -0.11
C -0.1094 -0.4518 4.6650 0.0 -0.1 0.0 -0.20
C -0.1446 -1.8377 4.7056 0.0 -0.3 0.4 -0.29
C -0.0972 -2.5612 3.5190 0.0 0.3 -0.1 -0.20
C -0.0531 -1.9056 2.2914 0.1 -0.1 0.3 -0.12
C -0.0198 -2.7652 1.0273 0.0 0.3 0.4 -0.24
C 1.2762 -3.5793 0.9637 0.1 0.0 -0.1 -0.63
C -1.2444 -3.6815 0.9543 -0.1 0.0 -0.2 -0.64
C -0.0544 -0.4767 2.2490 -0.1 0.0 -0.4 0.42
O -0.1004 0.1049 1.0677 0.0 -0.6 0.9 -0.81
H 0.3437 2.6235 1.7242 0.4 0.0 0.2 0.23
H 1.7730 2.3762 2.7659 -0.1 0.0 0.0 0.20
H 0.6575 3.7149 3.0616 0.0 -0.1 0.1 0.19
H 0.2824 1.9506 4.6626 -0.1 0.0 -0.1 0.18
H -2.1925 1.7242 2.9608 0.1 0.2 0.1 0.22
H -2.0028 2.0484 4.6957 0.0 -0.1 -0.2 0.20
H -1.6783 3.3313 3.5334 0.0 0.0 0.0 0.20
H -0.1425 0.1132 5.6017 0.0 -0.2 -0.2 0.19
H -0.2031 -2.3540 5.6659 0.0 0.1 -0.2 0.19
H -0.0992 -3.6565 3.5269 0.0 0.4 0.1 0.19
H -0.0525 -2.1026 0.1576 0.0 0.0 0.3 0.21
H 1.3461 -4.2852 1.8048 0.0 0.2 -0.2 0.19
H 1.3256 -4.1566 0.0316 0.0 0.0 0.1 0.20
H 2.1552 -2.9219 1.0051 -0.2 -0.1 0.0 0.21
H -2.1700 -3.0948 1.0089 0.2 -0.1 0.0 0.21
H -1.2481 -4.2313 0.0057 0.0 0.0 0.1 0.20
H -1.2564 -4.4120 1.7740 0.0 0.1 -0.1 0.19
```
Positions in Å, forces in eV/Å.

Properties
Total charge: -2

| no. | frontier orbital gap (eV) | LUMO energy (eV) | E (eV) |
| --- | --- | --- | --- |
| 1 | 5.2 | -13.57 | -48763.21254 |
| 2 | 8.4 | 0.06 | -52095.72760 |
| 3 | 1.5 | 3.94 | -53393.44845 |